No. 1
# C9H16FNO4S

C9H16FNO4S in the gas phase (ωB97M-V with the def2-TZVPD basis set, the Open Molecules 2025 dataset).

Properties
2S+1: 1
Calculated total energy in eV: -32820.766
E_LUMO in eV: 0.638
Structure (SMILES): C#CCCCN(OCCOCC)S(=O)(=O)F
HOMO level in eV: -10.00

Last column: Mulliken charge in e.
Positions of all 32 atoms, in Å:
C: -2.44 1.91 -0.90  -0.16
C: -2.74 0.78 -0.64  -0.07
C: -3.14 -0.59 -0.28  -1.02
C: -2.65 -1.02 1.11  -0.42
C: -1.21 -1.55 1.13  -0.93
N: -0.17 -0.71 1.75  0.07
O: 0.08 0.45 1.02  -0.15
C: 1.31 0.34 0.31  -0.34
C: 1.21 1.35 -0.83  -0.37
O: 2.46 1.72 -1.35  -0.48
C: 3.29 0.66 -1.78  -0.26
C: 2.66 -0.25 -2.85  -1.03
S: -0.30 -0.36 3.35  1.25
O: -1.03 -1.41 3.96  -0.60
O: 0.94 0.11 3.84  -0.59
F: -1.24 0.90 3.32  -0.23
H: -2.17 2.90 -1.16  0.40
H: -4.23 -0.64 -0.30  0.35
H: -2.78 -1.28 -1.04  0.36
H: -2.78 -0.18 1.80  0.40
H: -3.31 -1.81 1.47  0.32
H: -1.14 -2.53 1.60  0.38
H: -0.86 -1.67 0.10  0.46
H: 2.15 0.57 0.96  0.23
H: 1.43 -0.68 -0.06  0.34
H: 0.75 2.26 -0.44  0.31
H: 0.54 0.97 -1.61  0.19
H: 4.17 1.14 -2.19  0.41
H: 3.63 0.07 -0.92  0.24
H: 3.41 -0.50 -3.60  0.37
H: 1.82 0.23 -3.33  0.29
H: 2.33 -1.20 -2.42  0.27

=====

No. 2
# C9H16FP

C9H16FP in the gas phase in a non-equilibrium geometry (ωB97M-V with the def2-TZVPD basis set, the Open Molecules 2025 dataset).

Properties
2S+1: 1
Calculated total energy in eV: -21596.484
E_LUMO in eV: 0.172
Structure (SMILES): [H]/P=C1/CC[C@H](F)CCC1(C)C
HOMO level in eV: -8.84

Last column: Mulliken charge in e.
Positions of all 27 atoms, in Å:
H: -1.81 -2.73 -0.41  -0.09
P: -1.70 -2.22 0.77  0.11
C: -0.53 -0.98 0.53  0.47
C: 0.00 -0.37 1.74  -1.35
C: -0.60 1.04 2.02  -0.68
C: -0.07 2.15 1.13  0.29
F: -0.79 3.25 1.48  -0.38
C: -0.06 1.84 -0.41  -0.77
C: 0.92 0.75 -0.73  -1.32
C: 0.22 -0.72 -0.89  1.40
C: 1.36 -1.74 -1.01  -1.79
C: -0.79 -0.84 -1.96  -1.92
H: -0.35 -1.01 2.60  0.47
H: 1.07 -0.46 1.90  0.34
H: -1.67 1.15 2.03  0.32
H: -0.31 1.25 3.10  0.28
H: 1.03 2.20 1.38  0.24
H: 0.12 2.80 -0.88  0.35
H: -1.06 1.60 -0.84  0.23
H: 1.38 0.91 -1.73  0.54
H: 1.80 0.59 -0.16  0.60
H: 1.63 -1.78 -2.09  0.41
H: 1.00 -2.72 -0.66  0.36
H: 2.14 -1.35 -0.42  0.48
H: -0.22 -0.60 -2.89  0.41
H: -1.62 -0.17 -1.63  0.41
H: -1.11 -1.84 -1.96  0.58

=====

No. 3
# C9H16I2NO5S2

A gas-phase ion, C9H16I2NO5S2 (charge -1) in a non-equilibrium geometry (ωB97M-V with the def2-TZVPD basis set, the Open Molecules 2025 dataset).

Properties
2S+1: 1
Charge: -1
Calculated total energy in eV: -59184.694
E_LUMO in eV: 1.797
Structure (SMILES): COCCCCCS(=O)(=O)N=[S@](=O)([O-])/C(I)=C(/C)I
HOMO level in eV: -5.40

Last column: Mulliken charge in e.
Positions of all 35 atoms, in Å:
C: -4.90 1.30 -3.69  -0.58
O: -4.18 2.04 -2.62  -0.32
C: -3.31 1.11 -1.85  -0.46
C: -3.54 1.42 -0.25  -0.42
C: -2.89 0.27 0.75  -0.46
C: -1.29 0.54 1.09  -0.30
C: -0.78 -0.71 2.04  -0.84
S: 1.03 -0.49 2.62  1.09
O: 1.14 -1.04 4.06  -0.68
O: 1.28 1.05 2.68  -0.66
N: 2.00 -1.34 1.44  -0.40
S: 3.56 -1.81 2.08  0.95
O: 3.42 -3.30 2.56  -0.67
O: 4.07 -0.97 3.27  -0.54
C: 4.76 -1.76 0.59  -0.29
I: 5.88 -3.56 -0.09  0.01
C: 4.94 -0.48 -0.14  0.17
C: 5.93 -0.36 -1.48  -0.95
I: 3.94 1.43 0.44  0.09
H: -5.65 2.08 -4.18  0.22
H: -4.13 0.89 -4.49  0.24
H: -5.54 0.41 -3.28  0.26
H: -2.17 1.33 -2.12  0.21
H: -3.51 -0.02 -2.11  0.32
H: -3.08 2.50 -0.04  0.22
H: -4.71 1.46 -0.06  0.25
H: -3.07 -0.83 0.35  0.27
H: -3.47 0.35 1.78  0.28
H: -1.18 1.54 1.73  0.25
H: -0.66 0.63 0.08  0.23
H: -1.48 -0.94 2.95  0.33
H: -0.77 -1.68 1.34  0.32
H: 7.04 -0.68 -1.24  0.28
H: 5.47 -1.09 -2.29  0.29
H: 5.84 0.72 -1.93  0.28

=====

No. 4
# C9H16MnN8S3

A molecular structure, C9H16MnN8S3 (ωB97M-V with the def2-TZVPD basis set, the Open Molecules 2025 dataset).

Properties
2S+1: 5
Charge: +3
Calculated total energy in eV: -85314.303
<S²>: 6.263
E_LUMO (spin up / spin down) in eV: -12.026 / -9.991
HOMO level (spin up / spin down) in eV: -18.13 / -18.37

Last column: Mulliken spin population.
Positions of all 37 atoms, in Å:
Mn: -0.48 0.61 -0.41  4.33
N: -1.95 1.71 -1.63  -0.02
N: -2.03 3.08 -1.33  0.01
C: -1.43 3.60 -0.24  0.00
N: -1.59 4.87 0.03  0.01
S: -0.43 2.64 0.78  -0.01
H: -1.65 1.60 -2.60  0.00
H: -2.89 1.31 -1.56  0.00
H: -2.61 3.65 -1.94  0.00
H: -2.16 5.49 -0.54  0.00
H: -1.13 5.28 0.83  0.00
C: -2.82 -1.49 3.96  0.00
C: -1.43 -1.26 3.51  0.00
N: -0.36 -1.39 4.22  0.00
N: 0.68 -1.07 3.39  0.00
C: 0.28 -0.74 2.18  0.01
S: 1.24 -0.37 0.79  -0.16
N: -1.06 -0.84 2.23  -0.03
N: -1.88 -0.59 1.12  0.05
H: -2.80 -1.81 5.00  0.00
H: -3.30 -2.27 3.37  0.00
H: -3.41 -0.57 3.90  0.00
H: 1.63 -1.11 3.75  0.00
H: -2.27 -1.47 0.78  0.00
H: -2.66 -0.01 1.44  0.00
S: 0.16 -0.54 -2.31  -0.16
C: 1.80 -1.15 -2.38  0.03
N: 2.84 -0.29 -2.48  -0.01
C: 4.12 -0.68 -2.66  -0.01
C: 4.41 -2.02 -2.76  -0.02
C: 3.37 -2.94 -2.67  0.01
C: 2.06 -2.50 -2.48  -0.03
H: 2.65 0.71 -2.48  0.00
H: 4.86 0.10 -2.73  0.00
H: 5.43 -2.34 -2.91  0.00
H: 3.57 -4.00 -2.76  0.00
H: 1.24 -3.20 -2.42  0.00